# 1
DFT (ωB97M-V with the def2-TZVPD basis set) results for a structure of composition C41H65N13O2S2Si2.

Positions of all 125 atoms, in Å:
H -6.086 -5.678 -5.300
N 4.142 -0.758 -4.389
N -2.969 -0.433 -4.997
H -7.819 -2.820 3.198
S 5.668 1.874 -1.355
C -5.667 -0.156 -4.328
H -7.098 -5.418 -3.865
H -3.599 5.389 -4.921
C -7.072 -5.371 -4.953
H -3.976 3.934 -3.972
O 0.971 4.563 1.054
H -6.008 -4.019 0.641
C 3.617 -1.839 0.318
C 5.643 2.490 2.888
Si 2.454 3.847 0.574
C -1.600 -2.646 -4.630
C -5.261 -4.293 -0.102
H -0.406 2.281 0.971
C -5.390 5.911 2.617
C 8.465 4.148 4.511
H 2.723 -4.121 0.962
N 8.355 4.886 3.639
H 5.402 1.867 -5.655
C -7.857 -3.873 3.474
C -4.460 1.412 1.621
C 4.115 2.714 2.611
H -7.821 -6.051 -5.359
H 7.870 3.420 6.406
C 5.738 1.365 0.210
H 3.318 0.212 -0.372
H 3.338 4.855 2.664
C 3.773 4.111 1.950
H 4.360 -1.211 2.645
C 5.163 -1.814 2.124
C 0.737 -4.851 1.004
H 6.067 -7.733 3.110
H -1.768 -3.021 -3.621
C -3.822 5.013 -3.923
H -4.269 -4.168 0.330
C 4.762 -0.061 -5.065
H -6.481 -0.796 3.488
N -5.858 4.875 2.780
C 8.607 3.195 5.636
H 4.838 -7.695 4.391
H 3.410 -2.458 -0.598
H -0.327 3.625 -1.030
C -2.371 -1.399 -4.837
C 7.537 -1.091 -2.603
N -5.504 -2.762 -2.226
H 4.670 4.554 1.438
C -4.784 7.246 2.407
H -7.143 -1.530 1.159
H 5.134 -6.251 3.402
H 2.569 -5.871 0.705
C 4.068 -7.794 2.423
H -6.691 -0.532 -4.326
C -6.378 -0.721 1.256
C 5.553 0.828 -5.947
H 4.657 -0.668 -1.215
C -5.579 1.066 -3.501
N -5.511 2.000 -2.836
C -6.019 -0.303 2.606
C 6.059 -0.741 1.362
N -1.828 5.555 -2.296
H -4.577 7.395 1.347
C -5.398 -3.435 -1.302
H 2.350 -5.193 2.329
H 3.594 2.674 3.609
H -4.019 4.005 0.222
C -7.355 -3.989 -5.402
H -5.468 8.021 2.749
H 6.026 3.321 3.534
C 2.185 -5.020 1.266
C -1.984 4.488 0.966
N 5.112 0.208 0.750
H 6.850 -1.556 -3.310
H 2.895 4.559 -0.647
H 8.452 2.177 5.280
O 4.541 -2.604 1.113
H 5.744 1.513 3.425
H -4.759 1.089 3.810
C -5.765 -0.107 0.090
C -3.139 3.447 0.627
H 5.741 -2.399 2.875
H -2.520 2.249 2.412
H -2.804 2.735 -0.178
N -5.444 -4.921 3.357
C 4.208 -0.455 -0.212
H 2.632 -1.623 0.808
H 2.311 2.410 0.275
C 8.878 -1.713 -2.718
H -5.373 0.066 -5.351
H -2.112 5.477 0.458
H 7.151 -1.226 -1.593
H 7.602 -0.026 -2.818
H 6.670 -0.245 2.159
H -2.033 4.674 2.071
H 6.743 -1.231 0.613
H 3.671 1.885 1.998
H -3.989 3.268 2.616
H 9.606 3.275 6.064
C 5.091 -7.340 3.392
H 6.612 0.585 -5.863
C -6.500 -4.462 3.400
N 3.275 -8.164 1.666
H -8.526 -4.397 2.791
Si -0.350 3.656 0.437
H -5.400 -5.339 -0.377
H -4.333 1.463 -0.610
H -3.852 7.320 2.965
C -4.803 0.972 0.265
N -0.385 -4.721 0.798
H 5.238 0.698 -6.981
C -5.051 0.762 2.791
H -8.244 -3.962 4.489
H -6.043 -0.477 -0.918
C -2.697 5.318 -3.008
S 6.696 2.420 1.376
C -3.460 2.581 1.895
H -0.537 -2.451 -4.765
N -7.574 -2.917 -5.746
H -5.009 -0.919 -3.927
H -1.919 -3.401 -5.348
N 9.916 -2.194 -2.807
H -4.733 5.485 -3.559

HOMO energy: -8.23 eV
LUMO level: -0.224 eV
Kohn-Sham gap: 8.002 eV

***

# 2
DFT (ωB97M-V with the def2-TZVPD basis set) results for a structure of composition C41H66FN7PSSi4TeV.

Positions of all 123 atoms, in Å:
H 0.371 -4.468 -1.287
H 1.998 -0.210 7.019
N 2.268 3.487 -1.436
H 0.471 -0.123 -6.881
H -6.529 -1.294 2.196
H 0.630 5.093 1.932
H 3.369 -0.591 -1.768
H 4.009 4.548 -4.116
Si -2.672 -1.954 3.075
N 1.504 0.954 -5.412
C -4.264 -2.764 3.692
H -1.839 -5.628 -0.509
H -5.827 1.911 1.008
C 6.102 0.956 2.568
H 4.882 1.375 -1.338
C 2.627 4.181 -2.515
H 3.756 -2.625 -3.103
H -0.067 -2.412 0.003
C 2.071 -3.636 -2.268
H 1.787 3.885 2.516
C -6.527 -1.233 1.107
H -1.206 4.773 0.302
H -5.136 -2.123 3.560
C 0.693 -0.200 -5.813
H -4.166 -2.981 4.760
C -4.818 -4.167 -0.408
H -1.791 2.012 2.291
C 4.606 2.911 -2.823
H -5.476 -1.083 -1.879
C -1.307 0.959 -5.294
H -4.350 0.283 -1.869
C 6.191 -0.321 3.101
H -6.636 -2.244 0.712
H 3.708 2.870 4.584
C -1.001 2.725 2.526
C 3.776 3.948 -3.247
H 5.337 -2.293 3.095
H -3.197 0.315 3.977
H -0.984 -4.505 0.560
H -2.457 -5.305 1.110
C 5.117 1.273 1.643
H -2.321 -0.668 5.161
H 3.407 1.821 6.813
H 2.606 1.914 2.606
Si -4.985 -0.360 0.453
H -1.451 0.071 3.804
C 0.781 -2.430 -0.673
H -2.586 -4.053 -2.815
H 2.365 1.683 -3.648
Te -1.492 0.242 -0.281
P 0.104 2.877 1.081
H 3.568 -1.731 1.453
H 0.348 2.865 -3.126
N 3.210 0.581 0.312
H -1.176 -0.414 -3.063
C -0.250 -0.370 -3.637
H -1.610 -4.206 3.093
N 0.534 0.783 -3.184
H -6.080 0.553 -1.583
S 0.847 -0.435 2.314
H -4.457 -3.709 3.178
C -2.623 -3.126 -2.234
H 6.955 -0.561 3.828
H -1.545 1.045 -6.358
H -0.364 3.941 -1.030
H -1.163 1.960 -2.880
H -5.166 -4.340 0.613
H 0.323 -1.281 -3.443
N -0.566 -0.283 -5.071
C 3.075 2.501 -1.023
H 6.806 1.721 2.877
C 0.709 2.164 -5.623
H 1.904 4.471 0.847
C -5.244 -0.129 -1.398
C 4.262 2.178 -1.711
H -5.525 -3.494 -0.898
V 1.274 0.560 0.269
C 4.295 -0.992 1.765
Si -3.062 -3.472 -0.444
C 2.134 0.263 6.053
H 0.913 -1.173 5.024
C -0.932 3.800 -0.111
H -1.833 3.227 -0.328
C 1.009 -3.600 -1.392
C 3.084 1.990 4.695
H 5.038 2.274 1.236
H -4.952 1.215 2.378
H 1.296 3.029 -5.302
H -4.845 -5.123 -0.939
C 5.281 -1.291 2.685
N -0.554 2.149 -4.881
C -1.314 -3.209 3.424
C 2.676 -1.416 -1.662
H -1.139 -3.255 4.504
C 2.463 1.456 3.575
H -0.428 2.347 3.374
C -4.948 1.325 1.291
Si -2.947 -1.477 0.792
H 0.491 2.263 -6.691
C 1.591 -1.293 -0.786
H 1.942 4.971 -2.814
H 2.332 -0.085 -3.794
C 2.917 -2.561 -2.420
F 2.297 -4.767 -2.990
C 2.921 1.402 5.941
H -4.052 1.880 1.006
H 5.515 2.680 -3.365
H -1.650 -2.637 -2.306
H -1.438 3.692 2.784
H -0.375 -2.944 2.941
C -0.233 2.000 -3.453
C -2.386 -0.408 4.100
C 1.768 0.831 -3.970
C 1.681 0.309 3.679
C 4.190 0.305 1.249
H 1.266 -1.112 -5.636
C 1.521 -0.280 4.936
H -7.411 -0.660 0.809
H -2.240 0.920 -4.727
H -3.362 -2.463 -2.691
C -1.970 -4.846 0.246
N 2.747 1.882 0.174
C 1.217 4.216 1.650

charge: -1
HOMO energy (spin up / spin down): -4.35 / -4.40 eV
LUMO level (spin up / spin down): 2.069 / 2.429 eV
multiplicity: 2
Kohn-Sham gap (spin up / spin down): 6.424 / 6.826 eV

***

# 3
DFT (ωB97M-V with the def2-TZVPD basis set) results for a cluster of 3 separate species, C41H70Cl2F7IN5O4S in total.

Positions of all 131 atoms, in Å:
H 4.427 -4.839 -6.951
N 2.224 -0.787 6.800
H 2.364 -2.020 -3.210
H 2.738 -0.769 -0.156
S -1.367 -0.862 2.845
O -0.443 -1.852 3.656
H 0.194 0.752 4.675
C -1.142 3.100 3.789
H 5.752 -2.459 2.186
H 7.013 -0.604 -8.660
H 3.506 -1.960 -8.245
H 2.592 -3.222 -5.604
H -1.778 1.982 1.906
F -4.057 -1.168 2.246
Cl 0.984 1.003 -4.139
H -7.112 5.637 0.343
H -6.646 3.642 -3.459
C -2.991 4.469 2.252
O -3.869 5.678 2.394
H 3.443 -1.278 2.960
C 4.916 -4.394 -8.983
C -3.387 6.675 1.381
C -7.170 4.694 -0.210
O -4.060 6.870 0.214
H 3.654 -1.227 -6.653
C 2.829 -0.964 -2.903
C 0.460 1.326 2.370
H 0.085 -0.687 7.914
H 4.890 1.149 1.150
N 4.972 -2.825 -6.967
H -8.080 4.738 -0.813
H -0.252 -2.827 1.211
F -1.920 -4.364 2.389
H 2.979 1.875 0.046
H 2.360 -3.936 -7.217
C -5.925 4.535 -1.079
C 5.126 -4.183 -7.488
H 3.572 0.472 4.824
H -8.622 3.187 -2.146
H -6.264 1.969 -0.031
C 1.028 1.003 3.865
H -4.614 2.575 0.046
H -0.069 -4.717 -1.654
C -2.958 -3.366 2.729
C 0.122 -2.479 -0.972
H 4.047 -3.856 -9.368
H 1.327 2.746 5.329
F -5.548 -3.604 3.142
H -2.403 7.307 1.503
H 2.760 -4.385 5.955
H -6.075 2.018 -3.313
H -1.291 2.347 4.671
C 2.347 -3.352 6.341
H -3.936 1.048 -1.803
C 6.105 -1.929 -7.224
H 5.379 -1.081 -9.110
H -0.519 3.347 1.585
C 5.335 -1.490 1.664
H 1.560 -2.422 -6.800
H 3.392 -0.602 -3.893
H -3.339 3.723 4.457
C 1.984 2.126 4.559
C 3.926 0.825 1.779
Cl -0.008 2.015 -1.280
H -7.963 1.670 -1.505
H 7.031 -2.408 -6.882
C -4.416 -4.073 2.310
H -0.494 -1.606 -1.470
O -2.137 0.029 3.836
H 3.916 2.069 5.768
N -5.663 3.211 -1.652
C 2.421 0.715 6.901
H 4.756 -5.460 -9.185
H -5.579 0.368 -1.832
C -2.750 -1.890 2.006
H 3.668 -1.079 -2.096
H -5.960 5.280 -1.884
C 3.670 -2.186 -7.187
H -0.971 0.329 0.737
F -4.728 -3.959 0.867
C -4.840 0.880 -1.208
H -0.220 3.790 4.106
H 1.766 2.966 1.868
H -1.686 -3.763 -1.853
F -4.236 -5.549 2.575
H 6.115 -4.572 -7.212
H -2.145 4.797 1.495
H 4.137 -1.584 5.763
H 2.637 2.778 3.850
C -6.560 2.818 -2.738
H 1.137 -2.716 -1.554
H 1.465 1.297 7.241
I 2.316 -3.589 0.872
H 5.994 -1.048 -6.579
H -2.118 5.143 4.246
N 0.883 -0.856 1.034
H -4.582 0.199 -0.390
H -7.273 3.893 0.526
C 6.306 -1.440 -8.655
H -3.686 3.631 1.808
C 1.244 0.600 -1.203
C -7.960 2.347 -2.363
N 1.533 1.995 1.602
C 0.914 -1.330 7.380
H 1.466 -1.036 1.913
C 3.074 1.283 5.509
F -3.043 -3.209 4.229
F -2.611 -1.949 0.533
H 3.247 0.885 7.746
C 1.847 -0.078 0.150
C -0.244 -0.001 1.620
C 3.083 -1.891 6.227
H 5.835 -1.077 0.679
H 1.684 0.007 3.807
C 0.946 -2.945 7.091
C -0.776 2.461 2.341
C 0.541 -2.240 0.586
H 6.733 -2.218 -9.293
H 4.014 1.479 2.775
C 1.699 0.180 -2.591
H -5.054 4.822 -0.475
C -5.380 2.189 -0.639
C 2.583 1.194 0.952
C 4.177 -0.718 2.213
C -2.450 4.106 3.757
H 5.795 -4.095 -9.557
H -8.405 1.806 -3.206
C -0.760 -3.892 -1.137
H 0.114 -3.743 7.360
H -1.086 -4.348 -0.109
C 2.484 -2.996 -6.670

charge: +1
HOMO energy: -9.49 eV
LUMO level: -3.720 eV
Kohn-Sham gap: 5.767 eV

***

no.,DFT total energy (eV)
1,-104459.36490
2,-141357.32145
3,-122263.59767